Entry 1:
Entry from the OMol25 dataset: the molecule C4H9NO (ωB97M-V/def2-TZVPD).

SMILES = C[C@@H](O)[C@H]1CN1
Energy above the lowest of the compared OMol25 structures with the same formula, charge and spin = 176.3 kJ/mol
Orbital gap = 10.77 eV

```
15
Properties=species:S:1:pos:R:3:forces:R:3:mulliken_charge:R:1
C 1.217931 0.623714 1.378331 0.042 0.036 -0.003 -1.3353
C -0.035931 -0.116257 0.913168 0.182 -0.174 0.015 0.1994
O -1.187396 0.685959 1.057546 -0.030 0.188 -0.128 -0.5918
C 0.103108 -0.553693 -0.540330 0.109 -0.095 0.115 -0.1287
C -1.079878 -0.845925 -1.376110 -0.157 -0.220 -0.013 -0.3197
N -0.389104 0.440542 -1.493241 0.122 0.175 -0.181 -0.6310
H 1.089969 0.981304 2.404453 -0.021 -0.073 -0.156 0.3291
H 2.104107 -0.021573 1.345529 -0.151 0.048 -0.012 0.3477
H 1.404106 1.491782 0.734866 -0.048 -0.107 0.068 0.3118
H -0.196374 -1.000387 1.543304 0.045 0.089 -0.102 0.2761
H -1.196329 1.254302 0.266573 -0.071 -0.054 0.157 0.3905
H 1.026926 -1.075657 -0.786816 -0.122 0.078 0.041 0.4205
H -2.069408 -0.788936 -0.931964 0.140 0.017 -0.043 0.2017
H -0.976483 -1.564136 -2.186881 0.031 0.121 0.140 0.2881
H 0.184757 0.488961 -2.328429 -0.070 -0.030 0.103 0.2417
```
Positions in Å, forces in eV/Å.


Entry 2:
Entry from the OMol25 dataset: the molecule C5H10OP2 in a non-equilibrium geometry (ωB97M-V/def2-TZVPD).

SMILES = CC1=CP(C)OP1C
Energy above the lowest of the compared OMol25 structures with the same formula, charge and spin = 58.5 kJ/mol
Orbital gap = 9.21 eV

```
18
Properties=species:S:1:pos:R:3:forces:R:3:mulliken_charge:R:1
C -2.170565 -1.065687 1.180179 0.098 3.638 -0.109 -1.3232
C -1.231215 -0.223454 0.279753 -0.926 -1.022 2.387 0.2170
C -1.088530 -0.347522 -1.012423 1.198 1.134 -2.143 -0.1132
P 0.015916 1.135220 -1.693067 -0.918 -0.924 0.147 0.1335
C 1.649724 0.396748 -2.249630 0.479 -0.213 0.293 -0.9255
O 0.300187 1.767861 -0.181920 -0.181 0.373 -0.291 -0.2439
P -0.428433 1.206697 1.207434 0.606 -1.199 -1.090 -0.0247
C 1.158256 0.391948 1.768670 0.315 -0.760 1.174 -0.8988
H -1.910197 -2.023572 1.445834 1.471 -2.063 0.703 0.3213
H -3.135927 -1.205407 0.753407 -0.914 0.336 -0.561 0.3636
H -2.273554 -0.400868 2.070467 -0.368 -1.017 -0.154 0.3370
H -1.660396 -1.056895 -1.679504 0.856 0.819 0.841 0.3479
H 2.494373 0.455502 -1.538766 -0.635 0.082 0.129 0.2941
H 1.993453 0.994058 -3.113147 -0.357 -0.474 0.161 0.3213
H 1.562098 -0.677300 -2.500297 -0.118 0.564 -0.151 0.3032
H 1.515620 0.040596 0.856414 0.669 -0.533 -1.954 0.1826
H 1.319541 -0.550233 2.368858 -0.929 1.303 0.183 0.3506
H 1.889650 1.162307 2.037737 -0.346 -0.044 0.434 0.3573
```
Positions in Å, forces in eV/Å.


Entry 3:
Entry from the OMol25 dataset: a cluster of 2 separate species, C3H11N4 in total in a non-equilibrium geometry (ωB97M-V/def2-TZVPD).

Net charge = +1
Energy above the lowest of the compared OMol25 structures with the same formula, charge and spin = 384.9 kJ/mol
Orbital gap (alpha / beta) = 7.86 / 7.86 eV

```
18
Properties=species:S:1:pos:R:3:forces:R:3:mulliken_charge:R:1
C -0.893966 0.630555 -0.026436 -0.549 -2.653 -0.819 0.6511
C -2.360119 0.485433 -0.519287 0.742 -0.998 1.621 -1.0140
C -0.226833 -1.781912 0.242057 3.731 2.173 0.156 -0.9878
N -0.498329 1.821836 0.328805 1.598 1.653 0.540 -0.3286
N 2.883111 -0.008109 -0.291233 0.167 -1.630 1.357 -0.1061
N -0.037378 -0.369086 -0.074621 0.337 1.430 1.231 -0.3967
N 2.043059 0.440827 0.543680 -1.387 -1.449 -0.191 -0.1641
H -2.622407 -0.613884 -0.202975 -0.108 2.294 -1.059 0.2997
H -2.279534 0.658862 -1.603942 -0.502 -0.438 0.334 0.3023
H -3.031367 1.260922 -0.035170 0.740 -1.156 -0.582 0.3308
H -1.064024 -2.212662 -0.097353 -2.953 -1.687 -2.072 0.4686
H 0.721972 -2.237526 -0.102831 -0.875 -0.427 -0.111 0.2278
H -0.273597 -1.944780 1.285190 0.117 0.098 1.493 0.3935
H -1.012586 2.596832 0.002914 -0.772 0.873 -0.098 0.2261
H 3.105759 0.445046 -1.149982 -0.047 1.138 -0.363 0.2562
H 3.323357 -0.932637 -0.199606 -0.488 0.248 0.043 0.2709
H 1.761845 -0.294382 1.278688 1.041 1.231 -1.121 0.3173
H 0.461045 2.054671 0.622095 -0.793 -0.698 -0.357 0.2529
```
Positions in Å, forces in eV/Å.


Entry 4:
Entry from the OMol25 dataset: a structure of composition C35H45BrMnN4P2 in a non-equilibrium geometry (ωB97M-V/def2-TZVPD).

⟨S²⟩ = 8.884
Net charge = +2
Energy above the lowest of the compared OMol25 structures with the same formula, charge and spin = 410.5 kJ/mol
Spin multiplicity = 6
Orbital gap (alpha / beta) = 5.68 / 4.64 eV

```
88
Properties=species:S:1:pos:R:3:forces:R:3:mulliken_charge:R:1
C 4.604298 -3.380991 -1.863319 0.195 -0.423 -0.239 -0.3015
C 4.320637 -2.705463 -3.065681 0.486 -0.670 0.314 0.9915
C 4.813088 -3.250107 -4.267470 0.095 -0.209 0.265 -0.5794
C 5.545567 -4.442507 -4.212609 -0.270 0.517 0.144 -0.3836
N 5.809351 -5.070552 -3.067474 -0.038 -0.204 -0.019 -0.5350
C 5.347369 -4.570657 -1.922275 -0.302 0.720 -0.069 -0.4163
C 3.537546 -1.498042 -3.086635 -0.288 -1.411 4.034 -0.8057
C 2.690892 -0.738713 -2.263473 3.042 -4.597 1.041 0.4256
C 1.946042 -0.790332 -1.047664 -0.689 -0.041 1.004 0.7848
C 1.087340 -1.869419 -0.772383 -0.172 0.257 -0.324 -0.4711
C -0.056407 -1.661433 -0.005520 -0.183 0.228 0.398 -0.9245
C -0.323914 -0.384498 0.516145 2.984 -0.833 -1.568 0.2835
C 0.687661 0.590389 0.475369 0.016 -0.023 0.160 -0.6032
C 1.869052 0.336753 -0.199583 -0.490 -0.073 -0.464 -1.2016
Mn 2.909787 -0.076690 -3.856663 2.055 -1.972 -5.465 -0.6894
P -3.780574 -0.704944 -0.088454 -1.386 -0.825 -0.933 0.2070
H 4.633882 -2.770250 -5.232451 -0.009 -0.092 0.362 0.3463
H 4.270435 -2.997517 -0.897123 0.036 -0.059 -0.337 0.4367
H 5.930014 -4.887187 -5.133116 -0.051 0.055 0.331 0.3708
H 5.571901 -5.115362 -1.001353 0.016 0.096 -0.362 0.3635
H 2.702205 1.038956 -0.152202 -0.411 -0.068 -0.227 0.8985
H 1.293471 -2.844049 -1.216553 -0.244 0.296 -0.098 0.5500
H 0.556965 1.531377 1.003513 0.004 -0.289 -0.104 0.7157
H -0.751839 -2.480547 0.176425 0.197 0.164 -0.017 0.9313
C -5.068034 0.502338 0.266084 -0.293 0.274 -0.013 -0.4926
C -6.227767 0.530096 -0.735236 -0.343 0.085 -0.102 -1.1996
H -4.572621 1.487538 0.296519 -0.150 -0.256 0.056 0.4492
H -5.441653 0.299589 1.283529 0.209 0.007 -0.259 0.4071
H -6.971752 1.260089 -0.397088 0.135 -0.116 -0.103 0.3911
H -5.896317 0.840809 -1.732824 -0.070 -0.084 0.210 0.3364
H -6.735149 -0.438611 -0.819018 0.186 0.213 0.022 0.2895
C -3.220080 -0.684779 -1.800542 -0.334 0.166 -0.624 0.3401
C -2.714026 -2.024832 -2.345598 0.072 -0.165 -0.130 -1.3889
H -2.432570 0.082803 -1.887644 -0.227 -0.152 0.104 -0.3773
H -4.075546 -0.329981 -2.399932 0.308 -0.094 0.067 0.5048
H -2.502260 -1.914023 -3.417189 -0.060 -0.059 0.265 0.4564
H -1.782830 -2.340164 -1.857432 -0.311 0.071 -0.127 0.1960
H -3.459803 -2.824568 -2.237950 0.201 0.251 -0.044 0.4116
C -4.115339 -2.345330 0.577569 -0.216 -0.328 0.035 -0.4048
C -5.533072 -2.869060 0.332344 -0.238 -0.329 0.009 -1.3430
H -3.912241 -2.297310 1.660778 -0.007 0.034 -0.306 0.4551
H -3.373027 -3.037986 0.149194 -0.125 0.275 0.132 0.3829
H -5.619685 -3.869913 0.772188 -0.038 0.207 -0.085 0.4136
H -6.295001 -2.237810 0.806292 0.207 -0.105 -0.134 0.3409
H -5.765748 -2.961420 -0.736380 0.072 0.084 0.238 0.3289
Br -1.873096 -0.007518 1.325836 0.120 1.163 2.638 0.0225
P 1.631583 1.399266 -3.446561 -2.291 5.301 1.709 1.0375
C -0.206540 1.248562 -3.268191 -0.571 -0.287 -1.012 0.6717
C -1.080492 2.444139 -3.650481 -0.167 0.099 0.051 -1.6365
H -0.345959 0.972566 -2.209578 0.433 0.156 -0.115 -0.6436
H -0.509984 0.356807 -3.836326 0.159 0.282 0.010 0.5685
H -2.139115 2.145881 -3.653056 0.294 0.049 0.032 0.4153
H -0.967363 3.270292 -2.941378 -0.125 -0.194 -0.211 0.4020
H -0.841615 2.799395 -4.658632 -0.081 -0.001 0.209 0.4243
C 1.947147 2.658094 -2.140789 0.174 -0.253 0.206 -0.4416
C 1.683260 4.080316 -2.626392 0.044 0.206 0.105 -1.1802
H 2.997339 2.539793 -1.844947 -0.219 0.093 0.098 0.6560
H 1.333810 2.403471 -1.269553 0.097 0.201 -0.351 -0.1084
H 1.604191 4.746562 -1.759935 0.041 -0.035 -0.233 0.4078
H 2.509839 4.426426 -3.252220 -0.215 0.069 0.026 0.3435
H 0.753498 4.148235 -3.195770 0.302 0.168 0.057 0.2130
C 3.033906 1.895981 -4.487571 -1.045 2.370 -0.597 -0.3276
C 3.482059 1.312045 -5.787582 0.468 -0.052 0.004 -1.1132
H 1.448441 -0.331723 -4.412942 0.069 0.536 0.162 0.1007
H 3.725164 2.611966 -4.029598 -0.604 -0.050 -0.019 0.4823
H 3.335724 0.198800 -5.787987 0.116 0.344 -0.994 0.1644
H 2.940907 1.741019 -6.642442 -0.223 -0.392 0.143 0.3168
H 4.547762 1.537598 -5.963148 -0.406 -0.333 0.203 0.4171
N -1.785483 2.123232 11.604342 0.918 -0.440 -2.441 -0.4612
C -1.377008 1.928775 10.524387 -0.898 0.437 2.403 0.0197
C -0.881490 1.690147 9.196879 0.146 -0.053 -0.353 0.3573
C 0.482334 1.850561 8.916302 0.085 -0.083 -0.357 -1.0372
C 0.967089 1.618169 7.625710 -0.569 -0.017 0.255 -0.4975
C 0.071175 1.227115 6.621428 -0.209 0.196 0.949 2.2023
C -1.295702 1.067868 6.892562 0.242 0.132 0.445 -0.5418
C -1.768318 1.299699 8.183710 0.194 -0.029 -0.279 -1.0655
N 0.548838 0.998529 5.324671 0.471 -0.294 -1.579 0.2953
C 1.874860 1.074706 4.881282 -0.792 -0.232 -0.523 -0.1237
C 1.846809 0.782580 3.538102 -0.528 0.287 1.184 -1.1200
N 0.551250 0.549590 3.154391 -0.790 -0.282 0.276 0.0722
C -0.217982 0.665654 4.215821 2.014 0.431 0.582 -0.3785
H 1.169969 2.158612 9.704506 -0.247 -0.099 -0.208 0.4371
H 2.026886 1.744877 7.404032 -0.394 -0.019 0.197 0.2833
H -1.988266 0.764261 6.107583 0.180 0.107 0.388 0.2069
H -2.828801 1.177743 8.402567 0.312 0.045 -0.007 0.4263
H 2.702725 1.321052 5.519806 -0.081 -0.033 0.052 0.3453
H 2.673413 0.737388 2.847394 -0.034 -0.014 0.021 0.4038
H -1.283015 0.535779 4.276654 0.041 -0.002 -0.169 0.0921
```
Positions in Å, forces in eV/Å.


Entry 5:
Entry from the OMol25 dataset: a structure of composition C14H19Br2F4NO2SSn in a non-equilibrium geometry (ωB97M-V/def2-TZVPD).

Net charge = +2
Orbital gap = 1.98 eV

```
44
Properties=species:S:1:pos:R:3:forces:R:3:mulliken_charge:R:1
C -1.687530 -0.347291 -4.015227 -0.623 -0.033 0.576 -1.1026
C -1.408373 0.931721 -3.208910 1.560 0.609 -0.326 0.2102
Br -1.341556 2.412453 -4.538708 -0.847 -0.231 0.003 -0.1418
C -0.006790 0.875931 -2.488625 -2.414 -2.070 -0.769 -0.5383
Br 0.579606 2.816964 -2.222657 1.193 0.832 0.842 0.0033
C -0.176723 0.177870 -1.133424 1.378 0.983 0.361 -0.9450
N -0.935127 -1.061507 -1.197967 -0.343 0.631 -0.116 -0.0870
C -0.832979 -1.581061 0.180173 1.847 2.323 -1.376 -0.7006
O -1.606885 -2.334858 0.577644 -1.853 -2.299 1.410 -0.3932
C 0.397694 -0.947961 0.888583 -0.612 -0.990 1.081 1.8990
C 1.147083 -2.167884 1.497036 0.134 0.184 -1.048 -1.3414
C 1.320310 -3.367849 0.562911 -1.043 2.317 -0.610 -0.1784
O 1.931894 -4.282821 0.928366 1.843 -3.013 1.049 -0.3967
C -0.081769 -0.073222 2.094426 -0.367 0.615 -0.865 -1.5262
C -1.576382 0.331671 2.086032 0.744 1.099 1.036 -0.8854
C -1.764303 1.587947 3.009609 -0.505 -0.355 -0.329 -0.6223
S -2.747375 1.091571 4.463151 -0.026 0.038 0.219 -0.2191
C 1.075822 -0.252349 -0.327227 -0.269 -0.588 0.412 0.2017
C 2.199920 0.738229 -0.122594 -0.263 -2.151 0.851 0.4999
F 1.755548 1.902412 0.378656 -0.252 1.056 -0.033 -0.2880
F 2.764182 0.928681 -1.332916 0.260 0.795 -0.856 -0.3399
C 3.343845 0.281811 0.789197 1.100 2.155 -0.697 -0.0122
F 2.981703 0.324461 2.059530 -0.649 -0.521 1.163 -0.2240
F 3.812426 -0.895808 0.433332 -0.061 -1.357 -0.216 -0.2449
H -1.590614 -0.200206 -5.084432 0.317 -0.055 0.001 0.4530
H -2.721950 -0.630775 -3.822164 -0.031 0.014 -0.042 0.3218
H -1.099572 -1.184531 -3.658436 0.204 -0.022 -0.268 0.2745
H -2.134155 1.157688 -2.432918 -0.310 0.083 -0.311 0.4589
H 0.748272 0.433631 -3.143281 0.399 0.669 0.030 0.6112
H -0.727942 0.909603 -0.531364 -0.218 -0.258 0.088 0.3396
H -0.495723 -1.737247 -1.822225 -0.177 -0.036 0.013 0.4328
H 2.148529 -1.910493 1.832538 0.006 0.090 0.016 0.4800
H 0.640436 -2.539621 2.384110 -0.305 0.036 -0.071 0.6374
H 0.921256 -3.405697 -0.479736 -0.342 0.512 0.037 0.3501
H 0.094390 -0.589559 3.032537 0.165 -0.148 -0.019 0.4072
H 0.531177 0.827795 2.139167 -0.011 -0.029 -0.056 0.6030
H -1.955897 0.622335 1.105474 -0.057 -0.436 -0.101 0.1751
H -2.160671 -0.468168 2.528561 -0.254 -0.189 -0.520 0.7526
H -0.796027 1.998837 3.288985 -0.038 0.022 0.219 0.3624
H -2.315610 2.357582 2.469998 -0.013 0.046 0.049 0.4159
H -3.512791 2.180508 4.680656 0.332 -0.042 -0.221 0.1587
H 1.492954 -1.096761 -0.889590 0.383 0.307 -0.104 0.4863
H 4.152843 1.010659 0.677640 0.063 0.091 -0.178 0.3833
Sn -0.363147 5.175313 -1.635908 -0.044 -0.686 -0.322 1.2692
```
Positions in Å, forces in eV/Å.


Entry 6:
Entry from the OMol25 dataset: the molecule C8H7NO3 in a non-equilibrium geometry (ωB97M-V/def2-TZVPD).

SMILES = O=[N+]([O-])/C=C/c1ccccc1O
Energy above the lowest of the compared OMol25 structures with the same formula, charge and spin = 359.1 kJ/mol
Orbital gap = 8.68 eV

```
19
Properties=species:S:1:pos:R:3:forces:R:3:mulliken_charge:R:1
O -2.597028 -1.343141 2.606177 -0.352 -0.158 0.210 -0.5614
N -2.716585 -0.140784 2.487963 -1.205 -0.042 1.283 0.9699
O -3.540900 0.539918 3.121598 1.153 -0.509 -1.019 -0.6108
C -1.822313 0.513592 1.589766 1.031 -0.126 -0.863 -0.6503
C -0.975952 -0.211439 0.868044 1.531 -2.224 -0.211 -0.1184
C 0.138453 0.130809 -0.083722 -2.512 0.527 0.107 0.2759
C 0.286690 1.367772 -0.788744 -0.139 -0.259 1.417 -0.4196
C 1.304567 1.533781 -1.700238 -0.713 -2.864 0.167 -0.6265
C 2.030320 0.396144 -2.159783 0.339 0.021 1.441 -0.4779
C 1.819630 -0.820693 -1.521078 -0.787 -0.211 0.079 -0.1394
C 0.841089 -0.973196 -0.508136 2.074 0.416 -1.560 0.3755
O 0.725360 -2.262128 -0.039429 -1.082 0.384 -1.287 -0.6104
H -1.826170 1.567305 1.607705 -0.386 0.960 0.113 0.4121
H -0.928317 -1.363709 0.992420 -0.839 2.208 0.068 0.3840
H -0.402948 2.206589 -0.530643 0.779 -0.740 -0.223 0.2559
H 1.370489 2.452466 -2.143038 0.564 2.167 -1.228 0.4714
H 2.873242 0.467473 -2.846375 -0.464 0.191 -0.115 0.3511
H 2.296645 -1.777396 -1.751266 0.252 0.625 -0.337 0.3707
H 1.123726 -2.283361 0.798778 0.755 -0.365 1.957 0.3482
```
Positions in Å, forces in eV/Å.